1.
The following is a DFT calculation (wB97M-V/def2-TZVPD) of C17H22N2O5 in the gas phase.

CARTESIAN COORDINATES (ANGSTROEM)
C -6.88129 2.03128 -0.03839
C -5.72393 1.18041 -0.54406
C -4.87274 0.65475 0.59565
O -5.12664 0.90786 1.75323
C -3.70797 -0.18775 0.22988
C -2.90980 -0.67645 1.26351
C -1.80295 -1.46287 1.01972
C -1.46563 -1.79007 -0.29113
O -0.42217 -2.56438 -0.68741
C 0.52134 -3.07627 0.23045
C 1.77648 -2.18411 0.30252
O 2.42509 -2.13731 -0.93995
C 1.44194 -0.76152 0.79774
N 2.61051 0.07189 0.67616
C 3.67562 0.03043 1.58999
O 3.67768 -0.58504 2.62311
N 4.63801 0.82802 1.07884
C 4.31742 1.35628 -0.22910
C 5.23984 0.79122 -1.31107
C 4.30658 2.88441 -0.23923
C 2.90418 0.80504 -0.43380
O 2.17929 0.98387 -1.37965
C -2.26262 -1.30709 -1.33482
C -3.36191 -0.51991 -1.08172
H -6.50391 2.87956 0.52683
H -7.47727 2.39810 -0.87052
H -7.51724 1.44580 0.62061
H -5.08502 1.76876 -1.20707
H -6.10333 0.32732 -1.11171
H -3.17854 -0.41944 2.27733
H -1.21624 -1.80926 1.85584
H 0.09777 -3.22996 1.22493
H 0.82208 -4.04585 -0.17884
H 2.49478 -2.64086 0.99204
H 1.80842 -1.77482 -1.59124
H 0.66238 -0.31008 0.17796
H 1.13806 -0.78347 1.84560
H 5.53967 0.92851 1.51115
H 4.88294 1.10573 -2.28775
H 6.25572 1.15249 -1.16803
H 5.23824 -0.29603 -1.27409
H 3.87636 3.23387 -1.17371
H 5.31887 3.27034 -0.14571
H 3.70655 3.26256 0.58522
H -1.98877 -1.57015 -2.34451
H -3.94781 -0.16578 -1.91480

2S+1: 1
SMILES: CCC(=O)c1ccc(OC[C@@H](O)CN2C(=O)NC(C)(C)C2=O)cc1
Gap between HOMO and LUMO: 9.36 eV
LUMO energy: 0.0181 Ha
DFT total energy: -31205.376 eV
M: 334.37 g mol⁻¹

These are the Löwdin partial charges, in e, on atoms 1 to 8: C -0.101; C -0.187; C -0.367; O 0.089; C -0.157; C 0.000; C -0.010; C -0.265

***

2.
The following is a DFT calculation (wB97M-V/def2-TZVPD) of a molecular structure, CHClNO2 in a non-equilibrium geometry.

CARTESIAN COORDINATES (ANGSTROEM)
C -0.87174 -0.28857 0.12928
N 0.79470 0.46361 0.38494
O -1.01065 -0.55966 -1.02124
O -1.51650 -0.16277 1.13540
Cl 2.02532 -0.60719 -0.18094
H 0.57887 1.15458 -0.44743

2S+1: 3
Gap between HOMO and LUMO (spin up / spin down): 4.38 / 7.66 eV
Net charge: -1
LUMO energy (spin up / spin down): 0.1523 / 0.0871 Ha
DFT total energy: -19157.513 eV
M: 94.48 g mol⁻¹

Let us look at the Löwdin charges, expressed in e, one per atom: C -0.733; N -0.427; O 0.045; O 0.025; Cl 0.067; H 0.024

***

3.
The following is a DFT calculation (wB97M-V/def2-TZVPD) of a molecular structure, C14H10AuN2S3Se.

CARTESIAN COORDINATES (ANGSTROEM)
Au -0.94227 1.22735 2.38880
Se 0.43824 1.69375 4.31724
C 0.57635 -0.02492 5.14931
C 0.57466 -1.21960 4.43067
C 0.71374 -2.43661 5.08022
C 0.86906 -2.48850 6.45907
C 0.87839 -1.30350 7.18161
C 0.72930 -0.08589 6.53424
H 0.46033 -1.18866 3.35459
H 0.70386 -3.35187 4.50011
H 0.97911 -3.44039 6.96362
H 0.99516 -1.32376 8.25904
H 0.72324 0.83332 7.10730
S 2.01185 -1.06954 -2.76343
C 0.63333 -0.40987 -2.10760
S 0.22616 -0.51181 -0.42045
C -1.20271 0.45975 -0.68469
N -1.35618 0.81666 -1.91323
N -0.34183 0.31083 -2.70757
C -0.38896 0.69517 -4.07711
C -0.78288 1.99145 -4.38455
C -0.85734 2.38545 -5.71058
C -0.54224 1.49381 -6.72591
C -0.16088 0.19893 -6.40782
C -0.08559 -0.20959 -5.08480
S -2.34331 0.80806 0.57775
H -1.03823 2.66910 -3.58279
H -1.16257 3.39638 -5.94855
H -0.59796 1.80627 -7.76096
H 0.07807 -0.50690 -7.19301
H 0.21209 -1.21487 -4.83052

2S+1: 1
Gap between HOMO and LUMO: 7.31 eV
Net charge: -1
LUMO energy: 0.1011 Ha
DFT total energy: -119208.349 eV
M: 578.38 g mol⁻¹

These are the Löwdin partial charges, in e, on atoms 1 to 8: Au 0.153; Se 0.437; C -0.693; C -0.154; C -0.108; C -0.124; C -0.117; C -0.166

***

4.
The following is a DFT calculation (wB97M-V/def2-TZVPD) of C5H10N2O in the gas phase in a non-equilibrium geometry.

CARTESIAN COORDINATES (ANGSTROEM)
H 2.81062 -0.66634 -1.02409
N 1.88368 -0.89086 -0.66530
C 1.27157 0.10240 -0.17759
C 1.74969 1.52997 -0.17797
C -0.09364 -0.12614 0.37381
C -0.47544 0.34048 1.57433
C -0.91436 -1.09698 -0.39609
N -2.06113 -1.60676 0.19511
O -1.19667 0.08816 -1.50226
H 1.79337 1.91266 0.84023
H 2.73722 1.60820 -0.62909
H 1.04753 2.14127 -0.74070
H 0.14983 1.00543 2.14701
H -1.39538 0.02693 2.04026
H -0.29608 -1.85716 -0.87637
H -2.49090 -2.36548 -0.31585
H -2.74083 -0.90730 0.45629
H -1.77909 0.76153 -1.12172

2S+1: 1
SMILES: [H]/N=C(\C)C(=C)[C@@H](N)O
Gap between HOMO and LUMO: 9.99 eV
LUMO energy: 0.0324 Ha
DFT total energy: -10373.253 eV
M: 114.15 g mol⁻¹

These are the Löwdin partial charges, in e, on atoms 1 to 8: H 0.059; N 0.156; C -0.394; C -0.026; C -0.277; C 0.079; C -0.295; N 0.085